No. 1
117
Properties=species:S:1:pos:R:3 method="wB97M-V/def2-TZVPD" homo_energy_ev=-8.3 charge=0 e_tot_ha=-3434.29458 lumo_energy_ev=-0.68 de_lowest_ev=41.3339 spin_multiplicity=1
C 0.6141 5.3404 0.9071
C -0.8719 5.1927 0.7095
C -1.4247 3.9869 -0.0408
O -2.0967 3.1564 0.8917
C -2.1839 3.8210 2.0315
O -2.8192 3.5019 3.0395
O -1.3794 4.8991 1.9799
H 1.1685 4.4763 1.2732
H 0.8841 6.1439 1.5922
H 1.0449 5.5046 -0.0806
H -1.4036 6.0683 0.3370
H -0.5925 3.4989 -0.5481
H -2.1235 4.1389 -0.8634
C -0.9846 -0.7159 -3.4813
C -0.6656 -2.1192 -2.9240
C -0.9114 -2.3235 -1.3782
O -2.0285 -3.1099 -1.3342
C -2.2671 -3.6664 -2.5086
O -3.1055 -4.5378 -2.7908
O -1.4764 -3.1561 -3.4852
H -0.9278 -0.7539 -4.5691
H -0.2135 -0.0393 -3.1129
H -1.9388 -0.3531 -3.0992
H 0.3915 -2.3484 -3.0588
H -1.0667 -1.4190 -0.7902
H -0.2074 -2.9323 -0.8109
C 2.6869 2.2595 0.2273
C 2.9353 1.2267 -0.9258
C 3.6035 -0.1000 -0.6381
O 2.6453 -1.0791 -1.1502
C 1.5487 -0.4653 -1.6077
O 0.5585 -0.9633 -2.0682
O 1.6792 0.9011 -1.4630
H 1.9318 3.0177 0.0195
H 3.6635 2.6830 0.4618
H 2.2976 1.6610 1.0509
H 3.5898 1.7257 -1.6405
H 3.8669 -0.1568 0.4181
H 4.5136 -0.1195 -1.2375
C 3.2705 3.9039 -5.2982
C 2.9547 3.0093 -4.0802
C 3.0589 3.6751 -2.6456
O 2.0672 3.0557 -1.8903
C 1.1362 2.4581 -2.7390
O 0.0899 1.8450 -2.3984
O 1.5385 2.5401 -4.0024
H 4.3465 4.0018 -5.4419
H 2.9484 4.9435 -5.2383
H 2.8330 3.6634 -6.2672
H 3.5344 2.0870 -4.0439
H 2.9662 4.7587 -2.7194
H 4.0810 3.3757 -2.4137
C 2.5069 -3.1001 -0.5283
C 1.6202 -3.4951 0.5852
C 1.5973 -2.6572 1.8391
O 0.2170 -2.2271 1.9863
C -0.4831 -2.6869 0.9861
O -1.7051 -2.4974 0.9167
O 0.3097 -3.3395 0.1336
H 2.4447 -3.8596 -1.3077
H 3.5190 -3.0851 -0.1241
H 2.3119 -2.1286 -0.9823
H 1.9061 -4.5053 0.8782
H 2.1962 -1.7641 1.6608
H 1.8389 -3.1935 2.7568
C -2.6805 -3.9507 2.1515
C -2.9139 -2.6706 3.0264
C -2.3181 -1.2655 2.6079
O -3.5254 -0.6161 2.2737
C -4.6286 -1.2869 2.6452
O -5.8290 -0.9271 2.5896
O -4.2886 -2.4032 3.1392
H -3.1460 -4.8549 2.5438
H -1.6076 -4.1412 2.1229
H -2.9391 -3.7029 1.1221
H -2.3860 -2.7982 3.9714
H -1.7368 -1.3939 1.6948
H -1.8202 -0.7405 3.4230
C -1.0524 1.4222 -0.8647
C -1.0787 1.0919 0.6052
C -0.3861 -0.2266 0.9451
O 0.4192 0.0525 2.0398
C 0.4368 1.3841 2.2297
O 1.0805 2.0422 2.9663
O -0.2147 2.0023 1.2306
H -1.9017 2.0644 -1.0980
H -1.2309 0.4739 -1.3715
H -0.0932 1.8180 -1.1984
H -2.0774 1.1338 1.0401
H 0.2570 -0.6425 0.1695
H -1.1024 -0.9666 1.3019
C -4.9439 -2.8130 -1.3804
C -4.5443 -1.3696 -0.8924
C -3.2058 -1.3529 -0.1401
O -2.4164 -0.4927 -0.9578
C -3.1603 0.0259 -1.9592
O -2.7676 0.9757 -2.6935
O -4.3297 -0.5402 -1.9965
H -4.1445 -3.2353 -1.9893
H -5.8692 -2.7989 -1.9563
H -5.0132 -3.4543 -0.5018
H -5.2609 -0.9725 -0.1736
H -2.7940 -2.3605 -0.0835
H -3.3559 -0.8301 0.8045
C 3.0775 -0.1980 1.7570
C 3.3007 -0.7429 3.2016
C 2.7856 0.0183 4.4030
O 1.9845 -0.9474 5.0829
C 2.0873 -2.1522 4.5164
O 1.5559 -3.1831 4.9775
O 2.6917 -2.0194 3.2995
H 3.4972 -0.9164 1.0528
H 3.4795 0.7542 1.4111
H 2.0174 -0.1799 1.5042
H 4.3493 -0.9459 3.4188
H 2.1115 0.7849 4.0210
H 3.5922 0.4250 5.0131

No. 2
117
Properties=species:S:1:pos:R:3 method="wB97M-V/def2-TZVPD" homo_energy_ev=-10.3 charge=0 e_tot_ha=-3435.68492 lumo_energy_ev=-0.44 de_lowest_ev=3.5010 spin_multiplicity=1 smiles="C[C@H]1COC(=O)O1.C[C@H]1COC(=O)O1.C[C@H]1COC(=O)O1.C[C@H]1COC(=O)O1.C[C@H]1COC(=O)O1.C[C@H]1COC(=O)O1.C[C@H]1COC(=O)O1.C[C@H]1COC(=O)O1.C[C@H]1COC(=O)O1"
C 2.6790 -6.9048 2.3016
C 1.5079 -6.9811 1.4393
C 1.1949 -8.2460 0.7175
O -0.1649 -8.3591 0.9151
C -0.6868 -7.4809 1.8144
O -1.8620 -7.3059 2.0856
O 0.3674 -6.7212 2.2356
H 2.6065 -5.9885 2.8875
H 3.6305 -7.0079 1.7800
H 2.6206 -7.7304 3.0108
H 1.5591 -6.1296 0.7607
H 1.8666 -9.0054 1.1178
H 1.4382 -8.1963 -0.3439
C -2.5665 -11.1942 -4.5889
C -1.1400 -10.8400 -4.2765
C -0.5244 -9.9365 -5.3033
O -0.6035 -8.7564 -4.6414
C -0.7831 -8.9031 -3.3242
O -0.6437 -7.9561 -2.5971
O -1.1194 -10.1125 -3.0777
H -2.8950 -11.9015 -3.8274
H -2.7908 -11.6718 -5.5427
H -3.2084 -10.3296 -4.4204
H -0.4595 -11.6890 -4.3410
H -1.0979 -9.9247 -6.2301
H 0.5421 -10.0809 -5.4761
C -3.9652 -9.2018 6.3775
C -3.6794 -8.7760 4.9215
C -3.4488 -9.8950 3.8763
O -4.1571 -9.4710 2.7424
C -4.9633 -8.4376 3.0556
O -5.7959 -7.9172 2.2796
O -4.7239 -8.0626 4.3505
H -4.7766 -9.9283 6.4199
H -4.2129 -8.4716 7.1479
H -3.0867 -9.6726 6.8188
H -2.7907 -8.1574 5.0464
H -3.8324 -10.8238 4.2984
H -2.3822 -9.9849 3.6707
C 2.0306 -13.2602 -2.7413
C 2.8779 -13.0429 -1.4871
C 4.3578 -12.8564 -1.7358
O 4.6401 -11.5813 -1.1715
C 3.5405 -11.0627 -0.6321
O 3.4868 -9.9305 -0.1918
O 2.4955 -11.8398 -0.8624
H 2.2390 -14.1955 -3.2609
H 2.0150 -12.5046 -3.5268
H 1.0054 -13.4758 -2.4406
H 2.6721 -13.8556 -0.7906
H 4.5515 -12.8353 -2.8082
H 4.9158 -13.6976 -1.3245
C -2.2939 -10.7625 0.4817
C -0.9329 -11.3799 0.1032
C -0.0521 -11.7185 1.3711
O 0.3849 -13.0177 1.0643
C -0.3263 -13.5424 0.0886
O -0.2016 -14.6698 -0.3036
O -1.2507 -12.6704 -0.2931
H -2.3102 -9.7120 0.7720
H -2.7653 -11.2924 1.3093
H -3.0219 -10.8596 -0.3237
H -0.4053 -10.7983 -0.6528
H -0.4788 -11.6670 2.3728
H 0.7406 -10.9711 1.4046
C 0.8544 -17.4503 -1.8820
C -0.3546 -18.0449 -1.2028
C -1.5959 -17.1708 -1.1871
O -2.6327 -18.0581 -1.4313
C -2.1559 -19.2134 -1.8781
O -2.8868 -20.2025 -2.1973
O -0.8345 -19.1292 -1.9476
H 1.7144 -18.1189 -1.9213
H 1.1700 -16.6469 -1.2164
H 0.6283 -17.0016 -2.8493
H -0.0916 -18.4290 -0.2172
H -1.4886 -16.4438 -1.9921
H -1.7014 -16.6306 -0.2463
C -4.7565 -9.2121 -2.5601
C -5.1661 -8.3887 -1.2553
C -4.0628 -7.5285 -0.7076
O -4.6327 -6.2886 -0.4003
C -5.8375 -6.1916 -0.9885
O -6.4891 -5.1827 -1.0872
O -6.1741 -7.4099 -1.5498
H -5.5840 -9.7029 -3.0724
H -4.0177 -9.9975 -2.4005
H -4.2682 -8.5132 -3.2392
H -5.4329 -9.1524 -0.5247
H -3.2333 -7.3907 -1.4011
H -3.8004 -8.0025 0.2383
C -3.7432 -13.8569 2.1849
C -3.2123 -15.2992 2.2429
C -3.3209 -15.9642 3.5857
O -4.1702 -17.0614 3.1802
C -4.3360 -17.1595 1.9089
O -4.9771 -18.0289 1.3641
O -3.8697 -16.1400 1.3231
H -3.5801 -13.4766 1.1765
H -3.3083 -13.1835 2.9234
H -4.8133 -13.7150 2.3359
H -2.1932 -15.2575 1.8586
H -3.8730 -15.2757 4.2255
H -2.3885 -16.2807 4.0532
C 3.6070 -10.4022 5.1080
C 3.6368 -10.8697 3.6465
C 4.6868 -10.2355 2.7973
O 5.3744 -11.3812 2.2139
C 4.9725 -12.5398 2.7681
O 5.3080 -13.6533 2.4550
O 4.0484 -12.2149 3.6887
H 3.0446 -11.0748 5.7558
H 3.1347 -9.4200 5.1245
H 4.5954 -10.3823 5.5671
H 2.6774 -10.8688 3.1290
H 5.4294 -9.6110 3.2940
H 4.1258 -9.6530 2.0665

No. 3
113
Properties=species:S:1:pos:R:3 method="wB97M-V/def2-TZVPD" homo_energy_ev="-10.1 / -10.1" charge=+1 e_tot_ha=-3501.95131 s2=0.774 lumo_energy_ev="-5.29 / -4.71" spin_multiplicity=2
Re 0.6509 -0.4669 -0.8991
C -0.0203 -3.8540 3.2474
C 0.8072 -2.9458 2.4020
C 2.1457 -2.6608 2.5431
C 2.5145 -1.8003 1.5172
N 1.3854 -1.5819 0.7505
N 0.3728 -2.3076 1.3189
B -1.0588 -2.3158 0.7981
N -1.6394 -0.8878 0.8089
N -1.0766 0.1325 0.0917
C -1.8399 1.2524 0.3020
C -2.8736 0.8905 1.1556
C -2.7169 -0.4516 1.4569
C -3.5694 -1.3052 2.3328
C -1.8183 2.6829 -0.2640
C -3.1245 2.8110 -1.0706
C -0.6357 3.1012 -1.1468
C -1.8563 3.6855 0.8935
N -1.0576 -2.8283 -0.6376
N -0.4116 -2.1311 -1.6319
C -0.6696 -2.8051 -2.8029
C -1.4499 -3.9129 -2.4938
C -1.6828 -3.8896 -1.1311
C -2.4823 -4.8457 -0.3118
C -0.3061 -2.5418 -4.2580
C -1.6495 -2.5132 -5.0219
C 0.5124 -1.2724 -4.5516
C 0.4998 -3.7577 -4.7547
C 3.9838 -1.3609 1.3928
C 4.2677 -0.0035 2.0369
C 4.8612 -2.3796 2.1425
C 4.4553 -1.3340 -0.0435
H 0.6224 -4.3280 3.9845
H -0.4971 -4.6317 2.6485
H -0.8005 -3.3045 3.7804
H 2.7767 -3.0284 3.3337
H -1.7271 -3.0313 1.4745
H -3.6541 1.5342 1.5291
H -4.3919 -0.7097 2.7237
H -2.9971 -1.7059 3.1726
H -3.9846 -2.1492 1.7792
H -3.1738 2.0213 -1.8148
H -3.1653 3.7882 -1.5603
H -3.9998 2.7201 -0.4255
H -0.3704 2.3389 -1.8677
H 0.2306 3.3541 -0.5402
H -0.9135 4.0077 -1.6892
H -2.7292 3.5513 1.5349
H -1.8884 4.7001 0.4841
H -0.9636 3.5907 1.5060
H -1.8068 -4.6604 -3.1830
H -2.8895 -5.6177 -0.9606
H -3.3094 -4.3415 0.1899
H -1.8657 -5.3222 0.4523
H -2.3553 -1.8224 -4.5632
H -2.1133 -3.5016 -5.0269
H -1.4851 -2.2120 -6.0583
H 0.2043 -0.8471 -5.5053
H 1.5631 -1.4955 -4.6213
H 0.3919 -0.5105 -3.7869
H -0.0998 -4.6696 -4.7329
H 1.3857 -3.9111 -4.1380
H 0.8296 -3.5851 -5.7828
H 3.8427 0.0680 3.0343
H 3.8893 0.8228 1.4386
H 5.3495 0.1256 2.1166
H 4.7294 -2.3117 3.2243
H 5.9060 -2.1527 1.9261
H 4.6613 -3.4034 1.8162
H 3.8860 -0.6265 -0.6381
H 4.3729 -2.3218 -0.4862
H 5.5050 -1.0320 -0.0816
N -3.1528 4.8262 5.7680
C -2.1549 4.0181 5.2798
C -2.3925 2.6559 5.0420
C -1.3992 1.8561 4.5120
C -0.1576 2.4043 4.2161
C 0.1025 3.7481 4.4633
C -0.8881 4.5485 4.9914
S 1.1327 1.3751 3.6312
O 0.9014 0.0632 4.1701
O 2.3670 2.0356 3.9368
N 0.9010 1.1550 1.9864
C 1.6101 1.7581 1.0645
N 1.7104 1.1580 -0.2506
C 2.5609 1.7568 -1.1441
C 3.2516 2.8806 -0.8686
C 2.9964 3.4891 0.3903
N 2.2107 2.9754 1.2868
H -3.9890 4.4158 6.1347
H -2.9272 5.7500 6.0859
H -3.3622 2.2338 5.2944
H -1.5558 0.7960 4.3470
H 1.0910 4.1387 4.2473
H -0.6914 5.5961 5.1966
H 2.6608 1.2632 -2.1041
H 3.9249 3.3139 -1.5948
H 3.4433 4.4481 0.6473
C -3.1953 1.9104 -4.2426
S -1.5576 1.1816 -4.1059
C -0.6463 2.7113 -4.3974
O -1.3186 0.7880 -2.6636
H -3.3223 2.7598 -3.5776
H -3.9336 1.1358 -4.0343
H -3.2844 2.2263 -5.2862
H -0.7094 2.9335 -5.4646
H 0.3921 2.5372 -4.1179
H -1.0681 3.5260 -3.8096
F 3.3716 -3.2589 -2.0905
B 3.5756 -2.1771 -2.8719
F 2.2188 -1.0798 -2.0940
F 4.6329 -1.3688 -2.6729
F 3.1677 -2.2771 -4.1586

No. 4
108
Properties=species:S:1:pos:R:3 method="wB97M-V/def2-TZVPD" homo_energy_ev=-10.2 charge=+1 e_tot_ha=-5676.05502 lumo_energy_ev=-3.01 de_lowest_ev=0.7373 spin_multiplicity=1
Ca 0.5989 -1.3632 2.3603
C 2.5182 -1.3259 5.9117
C 1.8953 -2.7151 5.9618
S 1.8264 -3.4486 4.3001
C 0.5095 -4.6947 4.4269
C -0.8444 -4.2118 4.9574
S -0.9967 -2.4542 4.6135
C -2.7376 -2.1098 4.9010
C -3.0365 -0.6472 4.5270
S -1.6034 0.4425 4.3604
C -0.8632 0.4318 6.0174
C 0.6007 0.8535 5.9485
S 1.7275 -0.0735 4.8640
H 3.5356 -1.3923 5.5192
H 2.6090 -0.9251 6.9227
H 0.8909 -2.6717 6.3772
H 2.5127 -3.3496 6.5995
H 0.8718 -5.5323 5.0213
H 0.3870 -5.0385 3.3989
H -0.9296 -4.3883 6.0306
H -1.6316 -4.7592 4.4387
H -2.9565 -2.2888 5.9545
H -3.3581 -2.7794 4.3045
H -3.7591 -0.2199 5.2208
H -3.4691 -0.6136 3.5276
H -0.9553 -0.5665 6.4428
H -1.3907 1.1350 6.6646
H 1.0336 0.8551 6.9498
H 0.6707 1.8784 5.5788
C -1.3723 3.5450 2.2288
C -1.3994 2.5580 1.1112
C -2.4595 2.4465 0.2716
C -2.4165 1.5499 -0.8277
N -1.3447 0.8550 -1.0737
N -0.2882 0.9297 -0.2282
B 0.9077 0.2291 -0.8542
N 2.2994 0.2205 -0.2520
N 2.1367 1.1545 -1.1993
C 2.9934 2.1001 -1.4456
C 4.2290 1.9843 -0.7508
C 4.4487 1.0154 0.1832
C 5.7413 0.9130 0.9120
C 3.3690 0.1117 0.5522
S 3.4336 -0.8777 1.8855
C 2.5996 3.1963 -2.4105
C 3.6852 4.2679 -2.5030
C 1.2946 3.8227 -1.8966
C 2.3610 2.5641 -3.7842
N 0.5892 -0.8591 -1.8544
N 0.2868 -0.3895 -3.0984
C -0.1035 -1.2458 -3.9930
C -0.2733 -2.6262 -3.6687
C 0.0749 -3.1047 -2.4535
C -0.0762 -4.5352 -2.0643
C 0.6135 -2.1614 -1.5043
S 1.3218 -2.7047 -0.0772
C -0.3686 -0.7872 -5.4176
C 0.6032 -1.5372 -6.3413
C -0.1444 0.7129 -5.5863
C -1.8097 -1.1366 -5.8148
C -0.2765 1.6814 0.9053
S 0.9729 1.5912 2.0388
C -3.5788 1.3495 -1.7913
C -3.0717 1.5364 -3.2239
C -4.7043 2.3461 -1.5268
C -4.0999 -0.0801 -1.6050
H -2.2274 4.2154 2.1578
H -0.4499 4.1261 2.2040
H -1.4013 3.0292 3.1886
H -3.3317 3.0689 0.4205
H 5.0092 2.7000 -0.9619
H 6.4797 1.5948 0.4960
H 6.1162 -0.1104 0.8686
H 5.5871 1.1389 1.9684
H 3.8659 4.7534 -1.5423
H 3.3618 5.0364 -3.2052
H 4.6273 3.8633 -2.8755
H 1.4084 4.1992 -0.8779
H 0.4774 3.0983 -1.9127
H 1.0158 4.6564 -2.5421
H 3.2778 2.1287 -4.1856
H 2.0128 3.3272 -4.4822
H 1.6029 1.7846 -3.7172
H -0.6716 -3.2982 -4.4168
H -0.5207 -5.1044 -2.8791
H -0.7024 -4.6161 -1.1735
H 0.8900 -4.9671 -1.8040
H 1.6390 -1.3476 -6.0543
H 0.4684 -1.1938 -7.3681
H 0.4366 -2.6150 -6.3300
H 0.9145 0.9600 -5.5193
H -0.6799 1.2990 -4.8409
H -0.4915 1.0152 -6.5756
H -2.0086 -2.2072 -5.7633
H -1.9818 -0.8251 -6.8461
H -2.5360 -0.6261 -5.1833
H -2.7215 2.5585 -3.3896
H -3.8781 1.3356 -3.9319
H -2.2463 0.8587 -3.4249
H -4.3620 3.3803 -1.6055
H -5.1601 2.2033 -0.5448
H -5.4888 2.2029 -2.2703
H -3.3195 -0.8094 -1.8229
H -4.9460 -0.2514 -2.2736
H -4.4301 -0.2568 -0.5803
S -1.8825 -1.5281 1.1912
C -1.8253 -3.1609 1.5808
N -1.7577 -4.2798 1.8810